w.
A 2-piece molecular cluster, C2H3BrO2 overall, computed with ωB97M-V/def2-TZVPD.

Cartesian coordinates (Å):
C (-0.42, 0.44, -0.45)
C (0.48, -0.41, 0.39)
O (-1.76, 0.56, -0.12)
O (-0.93, 1.61, 0.14)
Br (2.28, -0.33, -0.15)
H (-0.23, 0.61, -1.45)
H (0.06, -2.16, 0.16)
H (0.52, -0.32, 1.48)

The calculation puts the molar mass at 138.9 g mol⁻¹. Its HOMO energy is -10.01 eV. The value obtained for the frontier orbital gap is 0.3504 hartree.

Results of the natural (NBO) charge analysis, in e, for atoms 1 through 4:
1. C 0.2474
2. C -0.4260
3. O -0.2329
4. O -0.2376

---

x.
C2H3BrO2 as an isolated structure, computed with ωB97M-V/def2-TZVPD.

Cartesian coordinates (Å):
C (0.55, 0.26, 0.68)
C (-0.81, 0.33, 0.44)
O (-0.55, -0.81, -1.60)
O (-1.48, -0.15, -0.38)
Br (1.21, 1.43, 2.47)
H (0.80, -0.87, 1.06)
H (1.21, 0.38, -0.21)
H (-0.93, -0.57, -2.45)

The calculation puts the molar mass at 138.9 g mol⁻¹. Its HOMO energy (spin up / spin down) is -9.17 / -9.20 eV. The value obtained for the frontier orbital gap (spin up / spin down) is 0.3054 / 0.3060 hartree.

Results of the natural (NBO) charge analysis, in e, for atoms 1 through 4:
1. C -0.5163
2. C 0.4779
3. O -0.7460
4. O -0.1830

---

y.
One molecule with the formula C2H3BrO2, computed with ωB97M-V/def2-TZVPD.

Cartesian coordinates (Å):
C (-0.85, 1.49, -0.10)
C (0.13, 0.17, -0.34)
O (-0.55, 2.68, -0.10)
O (0.05, -0.62, 0.70)
Br (-0.54, -0.57, -2.23)
H (-1.89, 1.26, -0.19)
H (1.22, 0.32, -0.67)
H (0.71, -1.41, 0.86)

The calculation puts the molar mass at 138.9 g mol⁻¹. Its HOMO energy is -10.25 eV. Its SMILES is O=C[C@@H](O)Br. The value obtained for the frontier orbital gap is 0.3745 hartree.

Results of the natural (NBO) charge analysis, in e, for atoms 1 through 4:
1. C 0.4087
2. C 0.0922
3. O -0.4771
4. O -0.6931

---

z.
A 2-piece molecular cluster, C2H3BrO2 overall, computed with ωB97M-V/def2-TZVPD.

Cartesian coordinates (Å):
C (-0.90, -0.32, -0.84)
C (1.19, 0.48, 1.13)
O (-0.88, -1.59, -1.30)
O (-0.76, -0.57, -2.20)
Br (-2.56, 0.48, -0.46)
H (0.78, 0.42, 2.17)
H (1.28, 1.42, 0.67)
H (1.87, -0.32, 0.83)

The calculation puts the molar mass at 138.9 g mol⁻¹. Its HOMO energy is -8.77 eV. The value obtained for the frontier orbital gap is 0.2382 hartree.

Results of the natural (NBO) charge analysis, in e, for atoms 1 through 4:
1. C 0.2985
2. C -0.3701
3. O -0.2746
4. O -0.2769

---

What should be chosen as the most stable of them? Choose y.

---

w.
One molecule with the formula C2H3BrO2, computed with ωB97M-V/def2-TZVPD.

Cartesian coordinates (Å):
C (-0.53, -0.40, 0.37)
C (0.58, 0.27, -0.51)
O (-1.56, 0.33, 1.06)
O (-1.78, -0.47, -0.06)
Br (2.23, 0.44, 0.46)
H (-0.02, -1.23, 1.06)
H (0.38, 1.27, -0.87)
H (0.70, -0.21, -1.51)

The calculation puts the molar mass at 138.9 g mol⁻¹. Its HOMO energy is -10.54 eV. Its SMILES is BrCC1OO1. The value obtained for the frontier orbital gap is 0.4125 hartree.

Results of the natural (NBO) charge analysis, in e, for atoms 1 through 4:
1. C 0.3317
2. C -0.5200
3. O -0.2428
4. O -0.2452

---

x.
One molecule with the formula C2H3BrO2, computed with ωB97M-V/def2-TZVPD.

Cartesian coordinates (Å):
C (0.40, -0.44, 0.36)
C (-0.41, 0.56, -0.38)
O (1.05, -1.40, -0.19)
O (1.78, -0.32, 0.27)
Br (-2.52, 0.30, 0.13)
H (0.13, -0.63, 1.38)
H (-0.13, 0.39, -1.49)
H (-0.29, 1.53, -0.08)

The calculation puts the molar mass at 138.9 g mol⁻¹. Its HOMO energy is -10.70 eV. Its SMILES is BrCC1OO1. The value obtained for the frontier orbital gap is 0.3820 hartree.

Results of the natural (NBO) charge analysis, in e, for atoms 1 through 4:
1. C 0.2919
2. C -0.3550
3. O -0.2368
4. O -0.2404

---

y.
C2H3BrO2 as an isolated structure, computed with ωB97M-V/def2-TZVPD.

Cartesian coordinates (Å):
C (-0.49, 0.73, 0.19)
C (0.24, -0.37, 0.32)
O (0.79, -2.41, -0.35)
O (0.12, -1.64, 0.64)
Br (2.68, 0.14, -0.07)
H (-0.13, 1.63, -0.08)
H (-1.47, 0.82, 0.41)
H (1.68, -2.24, -0.40)

The calculation puts the molar mass at 138.9 g mol⁻¹. Its HOMO energy is -10.10 eV. The value obtained for the frontier orbital gap is 0.3224 hartree.

Results of the natural (NBO) charge analysis, in e, for atoms 1 through 4:
1. C -0.4936
2. C 0.5023
3. O -0.3985
4. O -0.2275

---

What should be chosen as the most stable of them? Choose w.

---

w.
An isolated ion of composition C7H14IN2 and charge +1, computed with ωB97M-V/def2-TZVPD.

Cartesian coordinates (Å):
C (0.17, -0.28, -0.50)
C (-0.42, 1.95, -0.74)
C (1.11, 1.91, -0.52)
C (1.56, 2.59, 0.76)
C (-0.21, -1.87, 1.28)
C (-0.96, -2.46, -1.07)
C (0.09, -1.73, -0.23)
N (1.39, 0.47, -0.50)
N (-0.82, 0.55, -0.67)
I (3.22, -0.29, -0.06)
H (-0.93, 2.52, 0.05)
H (-0.70, 2.38, -1.70)
H (1.64, 2.35, -1.37)
H (1.14, 3.59, 0.81)
H (2.64, 2.67, 0.80)
H (1.23, 2.03, 1.64)
H (-1.22, -1.52, 1.50)
H (0.50, -1.30, 1.88)
H (-0.14, -2.91, 1.56)
H (-0.72, -2.40, -2.13)
H (-1.96, -2.07, -0.90)
H (-0.95, -3.51, -0.78)
H (1.07, -2.18, -0.42)
H (-1.79, 0.27, -0.74)

The calculation puts the molar mass at 253.1 g mol⁻¹. Its HOMO energy is -12.98 eV. As for the total charge: +1. Its SMILES is CC(C)C1=[NH+]C[C@@H](C)N1I. The value obtained for the frontier orbital gap is 0.3298 hartree.

Results of the natural (NBO) charge analysis, in e, for atoms 1 through 4:
1. C 0.6035
2. C -0.2278
3. C -0.0646
4. C -0.6288

---

x.
A 2-piece molecular cluster, C7H14IN2 overall, computed with ωB97M-V/def2-TZVPD.

Cartesian coordinates (Å):
C (1.09, -0.99, -1.16)
C (-1.35, -1.56, -0.37)
C (-2.61, -1.80, -1.14)
C (-1.93, -0.24, 1.73)
C (4.37, 2.20, -1.18)
C (-1.36, -1.52, 1.17)
C (4.26, 0.77, -1.17)
N (-0.26, -1.41, -1.06)
N (1.43, 0.23, -1.00)
I (4.61, -0.40, 0.57)
H (1.81, -1.94, -1.40)
H (-3.41, -1.57, -0.50)
H (-2.62, -1.18, -2.06)
H (-2.68, -2.90, -1.30)
H (-2.43, -0.42, 2.67)
H (-1.33, 0.63, 2.00)
H (-2.77, 0.07, 1.01)
H (5.36, 2.43, -0.94)
H (3.85, 2.70, -0.29)
H (4.03, 2.63, -2.11)
H (-2.01, -2.41, 1.57)
H (-0.28, -1.48, 1.57)
H (4.06, 0.08, -2.01)
H (0.77, 0.96, -0.72)

The calculation puts the molar mass at 253.1 g mol⁻¹. Its HOMO energy (spin up / spin down) is -11.91 / -11.91 eV. As for the total charge: +1. The value obtained for the frontier orbital gap (spin up / spin down) is 0.2093 / 0.2093 hartree.

Results of the natural (NBO) charge analysis, in e, for atoms 1 through 4:
1. C 0.3029
2. C 0.4173
3. C -0.6720
4. C -0.6197

---

What should be chosen as the most stable of them? Choose w.